47
Properties=species:S:1:pos:R:3 method="wB97M-V/def2-TZVPD" e_above_lowest_ev=0.000 multiplicity=1 energy_ha=-4061.05423 e_homo_ha=-0.3284 molar_mass_g_mol=446.370
C 3.342 -0.796 2.125
S 2.018 -1.245 3.293
C 0.616 -0.878 2.256
N 0.690 -0.100 1.221
C -0.626 0.012 0.563
C -1.474 -0.858 1.475
O -2.701 -0.933 1.536
N -0.690 -1.411 2.455
C -1.182 -2.045 3.671
C -1.016 1.472 0.594
C -1.169 2.282 1.742
C -1.406 3.662 1.606
Br -1.474 4.890 3.095
C -1.566 4.168 0.318
C -1.414 3.368 -0.810
C -1.053 2.047 -0.662
C -0.706 1.087 -1.705
C -0.695 -0.324 -0.990
C 0.519 -1.095 -1.503
C 0.523 -1.343 -3.055
C -0.830 -1.724 -3.582
N -1.111 -2.131 -4.789
O -2.531 -2.284 -4.869
C -3.040 -1.981 -3.649
C -4.478 -2.074 -3.236
C -2.027 -1.623 -2.795
C -1.975 -1.168 -1.360
H 3.284 0.245 1.838
H 4.345 -0.938 2.572
H 3.260 -1.425 1.244
H -2.037 -2.694 3.479
H -0.478 -2.712 4.141
H -1.482 -1.247 4.365
H -1.028 1.866 2.740
H -1.793 5.203 0.192
H -1.543 3.838 -1.768
H -1.459 1.133 -2.519
H 0.271 1.348 -2.125
H 0.515 -2.092 -1.000
H 1.432 -0.565 -1.226
H 1.193 -2.165 -3.361
H 0.881 -0.465 -3.602
H -4.627 -1.931 -2.153
H -4.920 -3.065 -3.477
H -5.029 -1.254 -3.723
H -2.036 -2.046 -0.688
H -2.885 -0.557 -1.174

47
Properties=species:S:1:pos:R:3 method="wB97M-V/def2-TZVPD" e_above_lowest_ev=0.804 multiplicity=1 energy_ha=-1988.75553 e_homo_ha=-0.2840 molar_mass_g_mol=403.313
Cl -8.359 -0.999 -0.775
C -6.708 -0.856 -0.301
C -5.833 -1.908 -0.517
C -4.512 -1.777 -0.130
C -4.042 -0.618 0.471
C -2.607 -0.470 0.885
C -1.933 0.605 0.112
N -2.241 0.940 -1.108
O -1.375 1.940 -1.430
C -0.598 2.139 -0.360
C 0.529 3.115 -0.426
N 1.828 2.474 -0.365
C 2.028 1.501 -1.427
C 3.483 1.020 -1.404
N 3.790 0.408 -0.129
C 3.492 -0.938 0.066
C 2.909 -1.427 1.240
C 2.691 -2.781 1.416
C 3.040 -3.690 0.435
C 3.630 -3.223 -0.728
C 3.858 -1.875 -0.909
C 3.562 1.370 0.925
C 2.120 1.889 0.934
N -0.899 1.337 0.617
C -4.946 0.423 0.671
Cl -4.411 1.889 1.406
C -6.273 0.318 0.293
H -6.182 -2.815 -0.983
H -3.828 -2.595 -0.301
H -2.069 -1.407 0.722
H -2.530 -0.212 1.944
H 0.452 3.812 0.413
H 0.450 3.667 -1.366
H 1.808 1.980 -2.384
H 1.370 0.621 -1.315
H 3.644 0.319 -2.221
H 4.147 1.879 -1.539
H 2.609 -0.755 2.028
H 2.233 -3.124 2.333
H 2.861 -4.746 0.574
H 3.925 -3.918 -1.501
H 4.348 -1.546 -1.813
H 3.825 0.938 1.890
H 4.233 2.215 0.735
H 2.013 2.668 1.692
H 1.424 1.072 1.173
H -6.955 1.137 0.457

46
Properties=species:S:1:pos:R:3 method="wB97M-V/def2-TZVPD" e_above_lowest_ev=0.696 multiplicity=1 energy_ha=-1589.91725 e_homo_ha=-0.3152 molar_mass_g_mol=373.836
C -0.366 2.985 -1.544
O 0.521 1.894 -1.906
C 0.533 0.715 -1.265
C -0.179 0.481 -0.088
C -0.359 -0.782 0.419
C -1.159 -1.118 1.544
C -2.397 -1.844 1.321
C -3.195 -2.060 2.370
C -2.830 -1.759 3.664
C -1.675 -1.031 3.992
C -0.795 -0.782 2.905
Cl 0.578 0.372 3.162
N -3.796 -2.225 4.573
C -4.784 -2.617 3.835
C -4.506 -2.655 2.381
C -5.631 -1.777 1.820
O -6.663 -2.346 1.710
O -5.441 -0.409 1.553
C 0.392 -1.815 -0.072
C 1.292 -1.584 -1.161
C 1.286 -0.314 -1.839
C 1.923 -0.292 -3.161
C 3.175 0.666 -2.871
C 2.549 -1.626 -3.814
C 0.966 0.363 -4.182
O -0.347 -0.112 -4.249
H 0.088 3.681 -0.912
H -1.299 2.500 -1.264
H -0.456 3.566 -2.436
H -0.698 1.269 0.357
H -2.694 -2.318 0.397
H -1.471 -0.732 5.088
H -5.723 -3.064 4.266
H -4.497 -3.752 1.928
H -4.582 -0.245 1.852
H 0.344 -2.771 0.424
H 1.797 -2.473 -1.289
H 3.944 0.405 -3.571
H 3.690 0.492 -1.913
H 2.919 1.744 -2.908
H 3.435 -1.954 -3.209
H 2.985 -1.517 -4.753
H 1.941 -2.489 -3.801
H 1.032 1.414 -4.047
H 1.373 0.317 -5.192
H -0.472 -0.642 -3.390

41
Properties=species:S:1:pos:R:3 method="wB97M-V/def2-TZVPD" charge=+1 multiplicity=1 energy_ha=-873.61088 e_homo_ha=-0.4434 molar_mass_g_mol=279.378
C 2.751 -2.211 -0.889
C 1.508 -1.740 -0.128
C 1.153 -0.318 -0.337
C 2.003 0.703 -0.522
C 3.455 0.725 -0.459
C 4.312 -0.295 -0.254
C 4.012 -1.748 -0.154
H 2.747 -3.308 -0.920
H 2.741 -1.840 -1.918
H 0.639 -2.351 -0.424
H 1.669 -1.924 0.950
H 0.023 -0.075 -0.174
H 1.583 1.705 -0.695
H 3.876 1.733 -0.556
H 5.373 -0.054 -0.127
H 3.920 -2.041 0.905
H 4.877 -2.294 -0.560
F -3.889 -4.165 1.327
C -3.385 -2.970 0.882
C -3.279 -2.761 -0.492
C -2.658 -1.593 -0.923
C -2.115 -0.668 -0.008
C -1.155 0.347 -0.531
C -1.290 1.775 -0.130
C -1.198 2.752 -1.147
C -1.020 4.096 -0.830
C -0.962 4.500 0.509
C -1.149 3.556 1.522
C -1.321 2.204 1.207
C -2.321 -0.886 1.363
C -2.958 -2.039 1.821
H -3.657 -3.490 -1.202
H -2.557 -1.393 -1.992
H -1.162 0.299 -1.626
H -1.238 2.431 -2.189
H -0.914 4.826 -1.633
H -0.777 5.546 0.762
H -1.149 3.858 2.568
H -1.440 1.492 2.019
H -1.955 -0.174 2.097
H -3.097 -2.210 2.887

50
Properties=species:S:1:pos:R:3 method="wB97M-V/def2-TZVPD" charge=+1 multiplicity=1 energy_ha=-1738.72115 e_homo_ha=-0.3762 molar_mass_g_mol=503.391
Y -0.695 -0.130 -0.072
C 4.393 -2.512 0.350
C 3.569 -2.775 -0.775
C 2.574 -1.887 -1.062
C 2.390 -0.614 -0.368
C 3.250 -0.407 0.709
C 4.249 -1.331 1.098
N 1.437 0.337 -0.776
C 1.678 1.703 -0.842
C 2.989 2.255 -0.926
C 3.129 3.525 -1.426
C 2.013 4.367 -1.664
C 0.750 3.942 -1.341
C 0.530 2.517 -1.090
N -0.732 1.969 -0.910
N -1.853 2.680 -1.158
C -2.931 1.855 -1.196
C -4.176 2.420 -1.534
C -5.255 1.582 -1.666
C -5.120 0.198 -1.476
C -3.852 -0.273 -1.075
N -2.780 0.528 -0.837
H 5.133 -3.242 0.612
H 3.673 -3.711 -1.321
H 1.893 -2.129 -1.854
H 3.205 0.540 1.262
H 4.848 -1.189 1.990
H 3.808 1.653 -0.652
H 4.092 3.885 -1.633
H 2.140 5.310 -2.081
H -0.065 4.677 -1.358
H -4.240 3.516 -1.810
H -6.163 2.017 -2.081
H -5.924 -0.476 -1.766
H -3.648 -1.354 -1.017
C -1.801 -2.810 3.476
N -1.848 -1.361 3.105
C -0.884 -0.614 2.648
N 0.346 -1.182 2.327
S -1.107 1.063 2.337
H -2.840 -3.077 3.790
H -1.089 -3.022 4.322
H -1.618 -3.337 2.555
H -2.681 -0.781 3.294
H 0.535 -2.196 2.371
H 1.148 -0.569 2.264
F -0.600 -2.325 -1.850
C -0.609 -2.568 -0.423
F -1.595 -3.541 -0.195
H 0.338 -3.127 -0.276

59
Properties=species:S:1:pos:R:3 method="wB97M-V/def2-TZVPD" charge=+2 e_above_lowest_ev=2.888 multiplicity=1 energy_ha=-2523.23323 e_homo_ha="-0.5271 / -0.5253" molar_mass_g_mol=761.596
Ir 0.503 -1.062 0.726
O -0.257 0.639 1.669
N -0.933 1.620 1.385
N -1.006 1.932 0.033
O -0.408 1.284 -0.809
C -1.791 3.071 -0.267
C -1.878 3.444 -1.608
C -2.621 4.562 -1.924
C -3.254 5.289 -0.914
C -3.167 4.888 0.418
C -2.431 3.769 0.761
H -1.384 2.859 -2.369
H -2.715 4.871 -2.954
H -3.820 6.173 -1.168
H -3.673 5.450 1.189
H -2.359 3.449 1.788
F -1.133 -1.647 1.741
P -1.455 -3.021 3.136
F 0.092 -3.392 2.890
F -0.961 -1.876 4.115
F -1.802 -3.930 1.858
F -2.903 -2.405 3.103
F -1.702 -4.113 4.205
O 2.094 -1.072 4.582
C 1.827 -1.044 3.467
N 1.635 -0.969 2.289
C -2.301 -3.016 -2.528
N -1.246 -3.500 -1.641
C -0.989 -4.830 -1.469
C -0.043 -5.265 -0.605
C 0.709 -4.301 0.150
N 0.482 -2.998 -0.083
C -0.526 -2.633 -0.913
O -0.710 -1.379 -0.905
N 1.629 -4.657 1.012
H -2.555 -3.816 -3.216
H -1.933 -2.153 -3.079
H -3.172 -2.733 -1.940
H -1.598 -5.506 -2.055
H 0.133 -6.319 -0.467
H 1.773 -5.633 1.231
H 2.043 -3.969 1.628
C 3.673 -0.065 -2.021
C 2.661 0.244 -0.981
O 2.116 -0.733 -0.437
C 2.391 1.628 -0.605
C 2.312 2.612 -1.600
C 2.065 3.925 -1.245
C 1.941 4.270 0.099
C 2.061 3.303 1.092
C 2.269 1.981 0.745
H 3.911 -1.123 -2.021
H 4.568 0.535 -1.862
H 3.271 0.209 -2.997
H 2.418 2.350 -2.641
H 1.996 4.684 -2.009
H 1.754 5.298 0.372
H 2.013 3.586 2.134
H 2.383 1.230 1.513

49
Properties=species:S:1:pos:R:3 method="wB97M-V/def2-TZVPD" s2=0.777 charge=+2 e_above_lowest_ev=4.243 multiplicity=2 energy_ha=-1942.22444 e_homo_ha="-0.4850 / -0.4855" molar_mass_g_mol=700.459
Re -0.096 0.007 -0.742
I -0.603 2.112 -2.303
C -1.790 0.919 -3.608
C -2.454 1.481 -4.678
C -3.236 0.675 -5.504
C -3.308 -0.680 -5.273
C -2.634 -1.270 -4.180
C -2.704 -2.655 -3.937
C -2.079 -3.204 -2.839
C -1.459 -2.378 -1.902
C -1.272 -1.004 -2.116
C -1.881 -0.448 -3.286
H -2.355 2.540 -4.870
H -3.777 1.127 -6.320
H -3.884 -1.308 -5.937
H -3.298 -3.279 -4.590
H -2.123 -4.270 -2.663
H -1.124 -2.831 -0.978
C 0.695 -4.094 0.497
O 1.203 -2.912 1.119
P 0.666 -1.418 1.004
O 1.720 -0.695 1.949
C 3.136 -0.662 1.761
O -0.686 -1.287 1.823
C -1.004 -1.967 3.054
H 1.162 -4.929 1.019
H 0.987 -4.133 -0.553
H -0.387 -4.172 0.602
H 3.533 -0.083 2.594
H 3.397 -0.180 0.815
H 3.555 -1.667 1.787
H -2.000 -2.388 2.928
H -1.007 -1.249 3.870
H -0.280 -2.751 3.260
O 0.365 1.535 3.376
C 1.185 2.540 3.140
C 1.862 3.108 4.245
C 2.708 4.180 4.076
C 2.925 4.712 2.802
C 2.282 4.162 1.699
C 1.412 3.090 1.850
C 0.764 2.549 0.625
O 0.826 3.172 -0.429
O 0.201 1.390 0.743
H -0.064 1.222 2.555
H 1.675 2.673 5.213
H 3.205 4.618 4.929
H 3.594 5.548 2.664
H 2.449 4.555 0.707

51
Properties=species:S:1:pos:R:3 method="wB97M-V/def2-TZVPD" e_above_lowest_ev=0.173 multiplicity=1 energy_ha=-5078.77996 e_homo_ha=-0.2842 molar_mass_g_mol=729.863
Ir 0.188 -0.045 0.560
C 5.122 4.722 -0.985
Si 3.371 4.069 -1.073
C 2.205 5.241 -0.207
C 2.873 3.801 -2.851
C 3.350 2.402 -0.174
C 4.495 1.826 0.373
C 4.469 0.592 1.016
C 3.264 -0.073 1.114
N 2.158 0.466 0.606
C 2.181 1.657 -0.024
S 0.536 1.969 -0.556
H 5.178 5.688 -1.492
H 5.833 4.055 -1.477
H 5.451 4.875 0.045
H 2.196 6.211 -0.709
H 2.510 5.402 0.830
H 1.185 4.854 -0.202
H 2.875 4.749 -3.395
H 1.872 3.373 -2.922
H 3.565 3.123 -3.354
H 5.441 2.348 0.291
H 5.365 0.152 1.427
H 3.157 -1.040 1.586
O -3.566 -0.086 -1.180
S -3.382 0.007 0.234
O -3.672 1.240 0.896
N -1.844 -0.496 0.668
C -1.855 -1.511 1.507
S -0.308 -1.900 2.062
C -3.183 -2.086 1.755
C -3.532 -3.207 2.485
C -4.872 -3.571 2.513
C -5.830 -2.830 1.829
C -5.479 -1.701 1.095
C -4.146 -1.356 1.075
H -2.777 -3.784 3.002
H -5.176 -4.449 3.067
H -6.866 -3.139 1.863
H -6.219 -1.124 0.557
Se 0.787 -1.639 -1.144
C -0.636 -2.931 -1.105
C -1.852 -2.665 -1.715
C -2.861 -3.616 -1.633
N -2.722 -4.792 -1.025
C -1.537 -5.051 -0.474
C -0.473 -4.161 -0.480
H -2.030 -1.723 -2.213
H -3.828 -3.416 -2.081
H -1.435 -6.017 0.009
H 0.456 -4.413 0.011